# C80H180N10O16

A cluster of 11 separate species, C80H180N10O16 in total at a distorted geometry (ωB97M-V/def2-TZVPD, the Open Molecules 2025 dataset).

Molecular weight = 1538.4 u
Calculated total energy = -133524.697 eV
E_LUMO = 0.01366 hartree
Total charge = 0
HOMO level = -8.4 eV
Kohn-Sham gap = 8.73 eV
SMILES = CC1(C)CCCC(C)(C)N1O.CC1(C)CCCC(C)(C)N1O.CC1(C)CCCC(C)(C)N1O.CC1(C)CCCC(C)(C)N1O.CC1(C)CCCC(C)(C)N1O.CC1(C)CCCC(C)(C)N1O.COCCNCCOC.COCCNCCOC.COCCNCCOC.COCCNCCOC.OCCO

Element x y z (Å)
C: 20.89 -5.47 25.42
C: 19.67 -6.02 24.66
C: 19.13 -4.88 23.80
C: 20.09 -7.19 23.69
C: 20.44 -8.53 24.40
C: 19.24 -9.10 25.20
C: 18.84 -7.97 26.20
C: 17.44 -8.28 26.70
C: 19.81 -8.04 27.36
N: 18.64 -6.60 25.52
O: 18.21 -5.64 26.54
H: 21.69 -5.27 24.72
H: 20.68 -4.55 25.99
H: 21.30 -6.21 26.12
H: 18.50 -5.19 22.98
H: 18.48 -4.26 24.43
H: 19.92 -4.24 23.35
H: 19.16 -7.36 23.07
H: 20.76 -6.88 22.94
H: 20.69 -9.33 23.62
H: 21.34 -8.47 25.03
H: 19.38 -9.99 25.78
H: 18.43 -9.37 24.47
H: 17.32 -9.24 27.23
H: 16.79 -8.31 25.82
H: 17.12 -7.50 27.41
H: 19.66 -8.98 27.93
H: 19.65 -7.22 28.00
H: 20.85 -8.08 27.07
H: 17.28 -5.43 26.29
C: 15.53 -14.20 25.54
C: 16.63 -14.05 24.44
C: 16.61 -15.27 23.49
C: 16.39 -12.79 23.67
C: 17.62 -12.56 22.76
C: 18.87 -12.35 23.58
C: 19.20 -13.56 24.53
C: 19.73 -14.68 23.68
C: 20.16 -12.94 25.51
N: 17.90 -13.90 25.23
O: 18.22 -15.14 25.92
H: 15.32 -13.21 25.90
H: 14.72 -14.78 25.22
H: 15.91 -14.83 26.36
H: 17.15 -16.14 23.84
H: 15.58 -15.64 23.44
H: 17.05 -15.14 22.49
H: 15.47 -12.82 23.06
H: 16.29 -11.99 24.44
H: 17.70 -13.32 22.01
H: 17.35 -11.64 22.21
H: 18.62 -11.54 24.25
H: 19.79 -12.11 22.98
H: 19.29 -14.80 22.65
H: 19.58 -15.70 24.11
H: 20.83 -14.61 23.50
H: 20.72 -13.62 26.12
H: 19.58 -12.35 26.19
H: 20.90 -12.32 25.00
H: 17.94 -14.94 26.81
C: 5.70 -9.02 24.44
C: 5.41 -10.56 24.23
C: 4.31 -11.01 25.23
C: 5.00 -10.86 22.81
C: 6.23 -10.68 21.86
C: 7.33 -11.62 22.24
C: 7.78 -11.39 23.68
C: 8.68 -12.53 24.18
C: 8.60 -10.15 23.67
N: 6.56 -11.43 24.54
O: 6.91 -11.20 25.90
H: 6.38 -8.76 25.27
H: 6.15 -8.55 23.59
H: 4.73 -8.47 24.68
H: 4.26 -12.10 25.18
H: 4.35 -10.49 26.20
H: 3.38 -10.58 24.81
H: 4.68 -11.88 22.72
H: 4.19 -10.17 22.50
H: 5.90 -10.93 20.81
H: 6.51 -9.61 21.78
H: 8.25 -11.44 21.58
H: 7.06 -12.68 22.12
H: 9.53 -12.56 23.46
H: 8.22 -13.49 24.17
H: 9.11 -12.38 25.20
H: 8.16 -9.23 23.31
H: 9.44 -10.34 23.00
H: 8.94 -9.95 24.67
H: 6.52 -11.98 26.37
C: 14.81 -3.48 17.80
C: 14.04 -3.43 19.13
C: 13.27 -2.11 19.08
C: 13.09 -4.61 19.23
C: 12.46 -4.91 20.55
C: 13.49 -4.89 21.68
C: 14.49 -3.74 21.65
C: 13.78 -2.50 22.31
C: 15.66 -4.11 22.51
N: 14.98 -3.61 20.33
O: 16.02 -2.62 20.22
H: 15.57 -2.70 17.72
H: 15.40 -4.45 17.88
H: 14.17 -3.50 16.92
H: 12.34 -2.11 19.69
H: 13.87 -1.24 19.39
H: 12.94 -1.88 18.06
H: 12.26 -4.50 18.49
H: 13.64 -5.45 18.76
H: 11.68 -4.14 20.86
H: 11.91 -5.86 20.57
H: 14.14 -5.79 21.60
H: 13.02 -4.92 22.68
H: 12.70 -2.39 22.07
H: 14.42 -1.60 22.24
H: 13.78 -2.64 23.43
H: 15.48 -4.19 23.59
H: 16.53 -3.52 22.34
H: 16.03 -5.09 22.23
H: 15.63 -1.87 20.67
C: 13.30 -0.81 32.81
C: 12.42 -1.64 31.82
C: 11.05 -0.93 31.67
C: 13.15 -1.70 30.47
C: 12.62 -2.80 29.61
C: 12.70 -4.16 30.25
C: 12.00 -4.24 31.57
C: 10.50 -4.46 31.44
C: 12.50 -5.41 32.48
N: 12.45 -3.03 32.31
O: 11.85 -2.99 33.63
H: 12.83 -0.79 33.81
H: 14.33 -1.16 32.97
H: 13.39 0.27 32.61
H: 10.23 -1.56 31.33
H: 10.78 -0.58 32.68
H: 11.10 -0.14 30.93
H: 13.14 -0.77 29.92
H: 14.19 -1.98 30.67
H: 11.57 -2.58 29.31
H: 13.19 -2.90 28.68
H: 13.74 -4.41 30.35
H: 12.33 -4.95 29.56
H: 10.25 -5.49 31.09
H: 10.06 -3.75 30.71
H: 10.08 -4.29 32.40
H: 13.53 -5.29 32.68
H: 12.26 -6.37 32.09
H: 12.02 -5.29 33.44
H: 12.54 -3.42 34.15
C: 10.96 -3.30 25.22
C: 9.71 -3.74 24.49
C: 9.15 -2.66 23.60
C: 10.03 -4.97 23.56
C: 10.29 -6.24 24.31
C: 9.13 -6.53 25.31
C: 8.85 -5.33 26.21
C: 7.53 -5.63 27.01
C: 9.89 -5.21 27.29
N: 8.62 -4.14 25.39
O: 8.26 -3.07 26.27
H: 11.58 -4.12 25.56
H: 11.54 -2.80 24.41
H: 10.70 -2.49 25.91
H: 8.99 -1.76 24.14
H: 9.86 -2.46 22.76
H: 8.28 -2.93 23.12
H: 9.18 -5.11 22.81
H: 10.83 -4.68 22.85
H: 10.28 -7.09 23.60
H: 11.20 -6.25 24.92
H: 9.51 -7.34 25.91
H: 8.21 -6.78 24.74
H: 6.68 -5.69 26.28
H: 7.47 -4.75 27.66
H: 7.63 -6.47 27.72
H: 9.99 -4.23 27.77
H: 10.85 -5.69 26.95
H: 9.59 -5.83 28.17
H: 7.44 -2.71 25.94
C: 12.46 -12.22 21.81
O: 12.63 -13.07 22.92
C: 12.40 -12.31 24.18
C: 12.09 -13.21 25.36
N: 12.24 -12.40 26.59
C: 11.85 -13.24 27.73
C: 12.83 -14.29 28.11
O: 12.35 -15.08 29.21
C: 13.00 -16.33 29.43
H: 13.26 -11.48 21.78
H: 11.54 -11.68 21.80
H: 12.53 -12.89 20.92
H: 11.52 -11.66 23.90
H: 13.23 -11.63 24.44
H: 12.88 -14.04 25.38
H: 11.15 -13.77 25.28
H: 11.64 -11.58 26.54
H: 10.92 -13.73 27.44
H: 11.50 -12.56 28.56
H: 13.78 -13.84 28.42
H: 13.05 -14.95 27.25
H: 12.66 -17.09 28.74
H: 12.62 -16.63 30.42
H: 14.09 -16.25 29.42
C: 9.37 -9.73 28.18
O: 10.77 -9.67 27.85
C: 11.56 -8.77 28.65
C: 12.85 -9.49 29.00
N: 12.61 -10.49 30.00
C: 13.86 -11.13 30.31
C: 13.57 -12.35 31.28
O: 12.89 -11.94 32.49
C: 12.87 -12.97 33.49
H: 8.84 -8.72 28.29
H: 9.26 -10.22 29.17
H: 8.88 -10.37 27.46
H: 10.96 -8.44 29.53
H: 11.79 -7.85 28.05
H: 13.57 -8.73 29.39
H: 13.35 -10.03 28.16
H: 12.15 -10.18 30.82
H: 14.62 -10.42 30.72
H: 14.29 -11.55 29.45
H: 14.52 -12.88 31.55
H: 13.00 -13.08 30.66
H: 12.55 -13.93 33.18
H: 12.18 -12.66 34.27
H: 13.85 -13.07 33.91
C: 16.00 -3.22 26.30
O: 15.64 -4.51 26.05
C: 14.38 -4.91 26.45
C: 14.23 -6.37 26.23
N: 14.36 -6.71 24.83
C: 13.97 -8.05 24.49
C: 13.90 -8.18 23.01
O: 15.04 -7.69 22.41
C: 16.22 -8.41 22.67
H: 15.86 -2.94 27.36
H: 15.42 -2.50 25.69
H: 17.04 -3.18 26.18
H: 13.53 -4.43 25.97
H: 14.28 -4.65 27.56
H: 13.24 -6.74 26.57
H: 14.92 -6.93 26.78
H: 15.28 -6.46 24.39
H: 12.98 -8.18 25.03
H: 14.54 -8.88 24.86
H: 12.98 -7.66 22.68
H: 13.75 -9.24 22.62
H: 17.08 -7.91 22.13
H: 16.26 -9.46 22.29
H: 16.52 -8.40 23.74
C: 18.36 1.08 26.27
O: 17.03 1.59 25.99
C: 16.02 0.81 26.70
C: 14.66 1.32 26.24
N: 13.68 0.25 26.34
C: 12.36 0.63 25.90
C: 11.49 1.41 26.91
O: 11.11 0.53 28.01
C: 9.82 0.11 27.96
H: 18.58 1.06 27.35
H: 18.98 1.77 25.72
H: 18.35 0.11 25.76
H: 16.08 0.90 27.78
H: 16.15 -0.23 26.37
H: 14.77 1.67 25.23
H: 14.37 2.22 26.83
H: 13.69 -0.17 27.24
H: 11.80 -0.31 25.64
H: 12.46 1.23 25.02
H: 10.58 1.67 26.31
H: 12.01 2.25 27.32
H: 9.52 -0.30 28.96
H: 9.66 -0.65 27.18
H: 9.09 0.88 27.81
O: 12.26 -7.49 18.44
C: 13.34 -8.10 19.12
C: 14.39 -8.75 18.25
O: 13.91 -9.98 17.76
H: 11.51 -8.06 18.33
H: 13.81 -7.36 19.72
H: 12.86 -8.88 19.72
H: 15.35 -8.86 18.90
H: 14.60 -8.05 17.41
H: 14.45 -10.17 16.98